1.
Formula: C39H50N12O4PS2ScSi
Source: OMol25
Level of theory: wB97M-V/def2-TZVPD

energy above the lowest of the compared OMol25 structures with the same formula, charge and spin	173.74	kJ/mol
M	919.1	g mol⁻¹
2S+1	1
total charge	-2
LUMO energy (alpha / beta)	3.4 / 3.4	eV
DFT total energy	-126867.8102	eV

Positions of all 110 atoms, in Å:
1 Si -0.36 -2.45 1.82
2 C -4.06 0.00 -1.57
3 N -3.99 1.45 -1.67
4 H -3.96 -0.26 -3.69
5 C 3.62 0.58 1.38
6 C 4.59 1.13 0.53
7 C 0.40 -3.05 -0.72
8 H -0.27 2.96 -1.06
9 H -2.01 -4.19 2.62
10 H 3.51 4.07 -1.48
11 H -0.12 3.17 -2.80
12 H -0.57 -4.06 -3.85
13 H -4.71 -0.32 -0.74
14 N 0.85 2.05 0.88
15 H -5.36 5.59 2.64
16 N 3.50 2.80 -3.10
17 S 2.46 0.41 3.90
18 H -1.22 -1.74 -3.47
19 C -2.80 4.36 -2.65
20 O 0.06 -2.08 0.23
21 C -0.63 3.54 -1.90
22 H -1.50 4.24 -4.33
23 O -0.62 -0.57 -1.87
24 C -0.08 -4.06 -2.89
25 C 0.75 2.66 2.03
26 C -3.43 5.19 1.72
27 C 1.15 -4.16 -0.40
28 C 1.33 -5.22 -1.28
29 O 0.02 -6.29 -4.43
30 C 0.65 -5.18 -2.51
31 C -6.32 1.20 -2.39
32 H 3.36 1.29 -4.51
33 C 5.45 2.14 0.94
34 N -1.77 1.30 -0.06
35 H 0.08 2.40 2.83
36 C -1.11 -0.82 2.38
37 H -4.67 3.16 2.95
38 N 6.95 4.43 3.17
39 H 0.12 5.82 -3.70
40 H 4.53 2.26 4.20
41 N 0.69 -6.30 -3.40
42 C 1.10 -2.96 2.90
43 H -3.66 3.95 -3.16
44 C -2.77 3.94 1.13
45 C 6.31 2.78 0.01
46 H -2.50 3.23 1.92
47 H -4.78 2.18 -3.49
48 H -7.14 1.73 -2.88
49 H 1.78 -0.10 -3.18
50 H -3.16 5.12 -1.93
51 Sc 0.09 0.32 -0.31
52 C -0.16 -2.92 -2.05
53 H -1.91 -0.97 3.11
54 H 0.74 5.15 -1.51
55 H 4.63 0.77 -0.49
56 H -3.06 -0.37 -1.35
57 C 4.53 1.96 3.17
58 N 1.69 1.24 -1.61
59 N 1.53 3.75 2.02
60 H 1.95 -6.07 -1.03
61 C -4.60 -0.60 -2.86
62 H 1.61 -4.21 0.58
63 H 1.93 -2.30 2.67
64 H -2.47 5.71 -4.31
65 H -6.29 3.33 2.26
66 H -5.64 2.66 0.13
67 H -4.54 -1.69 -2.82
68 O 1.38 -7.26 -3.09
69 H -1.84 4.19 0.62
70 C -1.64 -3.84 1.65
71 H -5.27 3.07 -2.04
72 C 2.14 0.85 -2.81
73 C -6.05 -0.15 -3.08
74 H -3.00 5.38 2.71
75 H -3.22 6.06 1.10
76 H -6.26 -0.05 -4.15
77 H 1.42 -3.99 2.75
78 H -1.01 6.79 -2.76
79 N -2.07 3.30 -1.97
80 C 5.42 2.56 2.29
81 H -1.52 -0.25 1.54
82 C 2.22 2.39 -1.13
83 C -4.94 4.98 1.84
84 H -4.58 1.65 1.12
85 C -0.72 5.77 -3.01
86 H -0.88 5.41 -0.88
87 H 0.87 -2.82 3.96
88 C -5.23 3.50 2.07
89 C -5.06 2.07 -2.44
90 C 3.60 0.99 2.76
91 S 2.53 -0.60 0.72
92 H -6.61 1.04 -1.35
93 H -2.50 -3.50 1.07
94 C 1.78 2.79 0.19
95 C -4.81 2.69 0.83
96 N -3.66 3.31 0.15
97 C -0.32 5.02 -1.73
98 H -6.75 -0.90 -2.69
99 H -0.33 -0.22 2.86
100 H 1.77 4.35 2.79
101 H -5.43 5.28 0.90
102 H -1.21 -4.69 1.13
103 C 3.11 3.14 -1.89
104 N 7.01 3.31 -0.74
105 N 2.21 3.84 0.86
106 C 3.02 1.61 -3.54
107 C -0.71 -1.73 -2.50
108 C 6.27 3.60 2.76
109 P -2.72 2.20 -0.83
110 C -1.89 5.03 -3.68

***

2.
Formula: C39H51BClF4HfN2O3P2
Source: OMol25
Level of theory: wB97M-V/def2-TZVPD

energy above the lowest of the compared OMol25 structures with the same formula, charge and spin	0.00	kJ/mol
M	958.5	g mol⁻¹
2S+1	1
total charge	+1
LUMO energy	-2.7	eV
DFT total energy	-94354.2308	eV

Positions of all 104 atoms, in Å:
1 F 1.82 0.12 -1.51
2 C -5.56 -2.81 -1.65
3 P -1.24 -1.71 1.24
4 H 0.21 -3.96 -0.11
5 C -0.39 2.30 -3.93
6 F 4.30 0.65 -2.20
7 H 2.92 2.54 2.20
8 C -4.20 -0.71 -2.01
9 H 1.60 4.80 0.63
10 C 1.44 -0.72 4.93
11 H 3.19 -0.54 6.18
12 H 3.59 -0.20 -0.21
13 C 0.03 2.61 -1.21
14 C 2.99 3.48 -0.39
15 C -0.92 3.85 1.16
16 C 0.88 -3.01 -2.46
17 H 1.13 4.29 -5.19
18 H -1.01 3.21 3.24
19 H -0.06 -0.80 3.43
20 C 2.79 -0.49 5.18
21 F 3.05 -0.46 -3.77
22 C -2.06 -0.33 -0.94
23 F 2.70 1.77 -3.39
24 C -0.55 1.42 -1.69
25 N -0.84 0.36 -0.78
26 H -1.94 -1.44 3.53
27 H -1.62 -5.14 2.87
28 H -0.51 2.16 -5.00
29 H -4.01 -2.41 2.44
30 H -2.52 0.89 1.64
31 H -1.73 4.78 2.91
32 H 1.86 3.74 2.91
33 C 2.77 -4.39 -3.97
34 H -2.35 3.07 -0.32
35 C 0.98 -0.63 3.64
36 C 0.11 3.52 -3.46
37 H -0.63 4.76 0.63
38 H 2.94 4.21 -1.20
39 H 0.75 4.56 -1.72
40 H -2.76 0.96 3.39
41 H -2.93 -4.35 2.01
42 H 0.75 -0.98 5.73
43 Cl 0.96 -5.11 -5.83
44 H 4.18 -3.75 -2.48
45 O 1.70 -2.00 0.03
46 C -0.95 -3.48 1.68
47 C -3.08 0.09 -1.79
48 C -2.16 0.51 2.60
49 H 3.49 -4.92 -4.57
50 C 2.20 -3.06 -2.04
51 H -4.23 -0.88 1.60
52 C -2.00 -4.17 2.56
53 O 3.21 0.37 0.50
54 H -5.25 -3.78 -2.04
55 H -4.96 -0.35 -2.69
56 H -3.01 1.03 -2.32
57 H -6.14 -2.99 -0.74
58 C -2.28 -1.51 -0.20
59 H 0.01 4.63 2.98
60 Hf 0.95 -0.13 0.25
61 N 1.75 -0.32 2.58
62 P 0.44 2.71 0.55
63 C 2.66 -2.33 -0.83
64 C 3.97 0.14 1.67
65 C 0.49 -3.63 -3.63
66 H 3.99 3.52 0.03
67 C -0.70 1.27 -3.07
68 C 0.33 3.64 -2.10
69 H -0.53 -3.59 -3.98
70 H -1.06 0.34 -3.47
71 C -2.32 3.48 0.69
72 H -1.51 -4.34 -0.23
73 H 4.60 1.01 1.87
74 C -4.37 -1.93 -1.38
75 H -4.32 -0.93 3.35
76 H 3.41 4.23 2.23
77 C 3.15 -3.74 -2.81
78 C 1.95 3.77 0.71
79 B 3.30 0.63 -3.08
80 C -3.81 -1.34 2.49
81 H -3.55 -3.20 0.13
82 C -3.41 -2.29 -0.44
83 C 0.44 4.63 -4.41
84 H 0.90 5.48 -3.90
85 H -2.93 4.39 0.69
86 H 2.87 2.50 -0.85
87 C 3.06 -0.12 2.83
88 H -2.81 2.78 1.37
89 H 0.14 -2.47 -1.89
90 C 2.56 3.56 2.09
91 H -0.45 -5.36 0.75
92 H 4.61 -0.73 1.52
93 C -0.65 -4.33 0.44
94 C -2.32 -1.01 2.60
95 O 3.82 -2.02 -0.63
96 H 4.66 0.00 4.24
97 H -6.22 -2.36 -2.39
98 H -1.13 0.85 2.71
99 H -2.24 -3.60 3.46
100 H -0.03 -3.42 2.28
101 C 3.60 -0.18 4.11
102 H -0.46 5.00 -4.92
103 C -0.89 4.13 2.66
104 C 1.44 -4.32 -4.37

***

3.
Formula: C39H51LaN9O4SSi
Source: OMol25
Level of theory: wB97M-V/def2-TZVPD

energy above the lowest of the compared OMol25 structures with the same formula, charge and spin	176.00	kJ/mol
M	909.0	g mol⁻¹
2S+1	1
total charge	-1
LUMO energy (alpha / beta)	2.0 / 2.0	eV
DFT total energy	-82449.3414	eV

Positions of all 106 atoms, in Å:
1 H -7.18 -20.71 -8.37
2 C -9.84 -13.83 -13.30
3 C -11.02 -14.14 -13.98
4 C -10.92 -20.09 -7.60
5 H -12.54 -13.38 -15.27
6 H -4.82 -14.36 -4.15
7 H -3.31 -16.36 -4.71
8 C -10.67 -17.74 -11.12
9 H -5.66 -10.55 -6.86
10 C -9.97 -18.11 -8.65
11 C -2.42 -14.91 -9.88
12 H -9.52 -10.55 -14.16
13 C -8.05 -20.16 -12.23
14 H -10.28 -13.19 -7.78
15 C -4.77 -12.36 -8.77
16 C -4.67 -16.39 -9.09
17 H -8.91 -19.49 -12.16
18 H -4.82 -13.22 -9.43
19 C -9.93 -11.54 -14.06
20 H -5.00 -20.05 -11.83
21 C -11.10 -11.87 -14.75
22 C -8.87 -11.76 -9.44
23 C -9.39 -13.73 -8.12
24 C -5.29 -20.58 -10.93
25 C -6.33 -10.73 -7.71
26 H -9.39 -12.35 -10.22
27 H -7.61 -19.27 -6.71
28 H -11.52 -11.11 -15.39
29 O -9.42 -16.92 -8.43
30 C -7.86 -15.39 -13.40
31 H -8.83 -20.54 -9.00
32 C -4.75 -14.81 -5.13
33 C -4.34 -15.71 -11.24
34 N -9.77 -16.85 -11.42
35 H -8.48 -21.17 -12.29
36 H -4.89 -14.86 -14.40
37 H -4.09 -18.05 -10.31
38 O -8.54 -14.44 -11.34
39 C -5.67 -14.72 -7.38
40 H -3.19 -14.40 -9.30
41 H -9.52 -11.00 -8.98
42 H -7.97 -18.91 -5.02
43 H -7.38 -10.66 -7.40
44 H -3.01 -19.29 -8.36
45 H -8.41 -12.34 -12.75
46 H -3.23 -15.05 -13.79
47 N -5.15 -15.72 -10.22
48 C -4.26 -14.86 -13.50
49 H -6.32 -13.50 -5.75
50 H -7.82 -17.60 -6.17
51 H -7.79 -21.93 -9.42
52 N -6.70 -14.30 -8.24
53 S -7.49 -14.85 -14.92
54 H -12.49 -21.13 -8.67
55 H -1.21 -15.33 -12.20
56 C -9.32 -12.54 -13.32
57 H -5.52 -16.91 -14.04
58 C -10.62 -18.48 -9.87
59 H -7.69 -17.06 -12.22
60 H -12.15 -19.75 -10.69
61 C -7.82 -20.87 -9.25
62 C -11.65 -13.15 -14.70
63 N -2.96 -15.49 -11.09
64 H -4.03 -12.65 -8.01
65 C -3.38 -17.72 -7.01
66 C -3.46 -18.30 -8.24
67 H -5.29 -21.65 -11.20
68 C -9.08 -14.93 -12.52
69 C -4.05 -16.47 -6.73
70 H -2.28 -16.55 -12.79
71 N -10.00 -16.04 -12.44
72 H -10.99 -20.67 -6.67
73 C -3.99 -15.91 -5.41
74 H -4.51 -11.52 -9.42
75 C -7.06 -13.05 -8.30
76 H -9.03 -14.46 -7.41
77 Si -7.03 -19.88 -10.64
78 H -11.38 -15.14 -13.89
79 H -1.89 -15.65 -9.27
80 H -1.66 -14.19 -10.21
81 H -5.62 -17.68 -12.46
82 N -4.75 -15.80 -12.52
83 C -5.77 -16.75 -13.00
84 H -2.83 -18.19 -6.18
85 H -11.56 -17.77 -11.74
86 C -8.18 -18.60 -6.05
87 H -4.32 -13.87 -13.12
88 O -6.98 -18.26 -10.36
89 H -7.57 -19.95 -13.18
90 O -9.61 -18.65 -6.28
91 C -4.80 -15.84 -7.76
92 C -11.50 -19.55 -9.80
93 N -8.39 -12.71 -8.41
94 H -9.65 -14.25 -9.05
95 C -11.71 -20.40 -8.71
96 C -10.11 -18.97 -7.56
97 N -6.10 -12.05 -8.30
98 C -1.92 -16.08 -11.87
99 C -5.60 -14.26 -6.10
100 C -4.06 -17.60 -9.28
101 H -8.02 -11.22 -9.90
102 H -6.04 -9.98 -8.46
103 H -4.59 -20.38 -10.12
104 La -7.72 -16.14 -9.84
105 H -1.31 -16.84 -11.29
106 N -7.13 -16.38 -12.80

***

4.
Formula: C39H52BaN4OP2
Source: OMol25
Level of theory: wB97M-V/def2-TZVPD

M	792.1	g mol⁻¹
2S+1	1
LUMO energy (alpha / beta)	-1.1 / -1.1	eV
DFT total energy	-68558.5135	eV

Positions of all 99 atoms, in Å:
1 H -2.49 2.79 -6.91
2 H 0.36 1.01 6.58
3 H -1.23 -1.28 -6.78
4 H -2.80 3.88 4.99
5 C -1.23 2.00 3.72
6 O -1.75 0.59 1.86
7 C -2.48 0.29 -3.52
8 C -0.61 2.06 4.96
9 C 3.82 1.62 -4.01
10 H 1.44 -1.81 -3.64
11 H -2.44 -0.59 -4.17
12 C 3.27 0.44 -3.56
13 H -1.07 -2.05 -3.56
14 H 0.47 0.18 -8.84
15 H 3.79 3.68 -3.13
16 C -0.26 -0.33 5.00
17 C -0.93 2.50 -8.44
18 C 1.42 0.19 -0.01
19 H -1.01 4.04 3.31
20 C -0.47 -1.96 -2.64
21 C -3.80 -2.35 -2.50
22 H -2.52 4.26 1.37
23 C -3.03 3.75 3.93
24 C 0.34 -0.13 -7.78
25 H -1.53 -1.68 2.16
26 C 0.44 3.05 -7.94
27 H -1.20 3.12 1.07
28 C 2.66 2.07 -2.11
29 C -1.06 -1.85 3.14
30 Ba -0.52 2.08 -5.06
31 C 0.83 -1.20 -2.94
32 C 0.28 -2.55 2.93
33 H 0.84 1.11 -0.20
34 H -5.27 -3.96 -0.01
35 H 0.13 -3.53 2.46
36 H -2.18 -3.68 3.47
37 P -1.43 -1.17 -1.30
38 H -2.95 -2.22 4.13
39 H 0.79 -2.70 3.89
40 C 1.25 2.15 -7.04
41 H 0.11 -1.23 5.51
42 C -4.86 -3.12 -2.05
43 C -3.45 -2.76 -0.31
44 H -2.91 -2.71 0.63
45 H -5.71 -3.44 -2.64
46 C -1.83 2.01 -7.34
47 H -0.25 -2.99 -2.29
48 H 0.93 -1.96 2.28
49 C 4.11 -3.73 -1.22
50 C 3.45 2.65 -3.08
51 C -1.16 -0.42 -7.48
52 H 0.87 -1.11 -7.74
53 N -2.92 -2.11 -1.43
54 H 5.68 -3.09 0.24
55 C -3.13 1.49 -3.72
56 H 0.82 -0.45 0.66
57 H -3.69 1.78 -4.62
58 H -1.63 -0.78 -8.42
59 C -1.93 0.73 -6.91
60 C 4.78 -2.86 -0.30
61 N 2.59 0.69 -2.36
62 H 4.20 -0.77 0.31
63 H 0.27 4.03 -7.42
64 H -0.78 1.75 -9.24
65 H 4.43 -4.73 -1.51
66 H 2.14 2.63 -6.60
67 C -1.99 -2.73 3.98
68 H -3.40 4.70 3.53
69 H -1.56 -2.94 4.97
70 H -2.78 0.43 -6.29
71 H -0.52 3.04 5.44
72 C -1.80 3.29 3.15
73 H 1.05 3.35 -8.82
74 H 2.37 0.43 0.51
75 C 1.04 0.81 -6.84
76 H -2.83 2.51 1.42
77 H -3.83 3.00 3.84
78 H -3.48 3.19 -2.30
79 H -1.45 3.35 -8.93
80 H 1.61 0.29 -6.06
81 N -2.02 0.22 -2.21
82 H 2.19 2.49 -1.22
83 C -2.40 1.40 -1.57
84 C -4.63 -3.39 -0.66
85 C 3.00 -3.07 -1.70
86 H 4.43 1.71 -4.89
87 C -1.33 0.71 3.04
88 C 4.06 -1.68 -0.26
89 C -0.12 0.92 5.60
90 P 1.83 -0.61 -1.54
91 H 3.32 -0.57 -3.94
92 H -2.24 1.48 -0.51
93 H 2.21 -3.39 -2.36
94 H 0.60 -0.30 -3.54
95 N 2.97 -1.79 -1.15
96 C -2.11 3.29 1.65
97 C -3.07 2.20 -2.48
98 C -0.87 -0.47 3.78
99 H -3.61 -1.98 -3.49